Run P
{"formula": "C9H13NO2", "method": "ωB97M-V with the def2-TZVPD basis set", "species": ["C", "C", "C", "C", "C", "C", "C", "O", "H", "H", "H", "H", "H", "H", "H", "H", "C", "C", "O", "N", "H", "H", "H", "H", "H"], "positions_angstrom": [[-3.049, 1.826, 0.780], [-0.572, -1.526, 0.759], [-1.353, -1.304, -0.380], [-0.748, -0.878, 2.035], [-2.106, -0.168, -0.400], [-1.553, 0.255, 1.943], [-2.206, 0.581, 0.787], [0.369, -2.489, 0.658], [-0.065, -3.346, 0.449], [-1.384, -1.966, -1.163], [-0.136, -1.134, 2.883], [-2.793, 0.170, -1.202], [-1.780, 0.751, 2.906], [-2.942, 2.317, -0.111], [-2.854, 2.290, 1.720], [-4.093, 1.409, 0.700], [2.727, -0.590, -0.820], [3.664, 0.438, -1.342], [4.846, 0.580, -1.090], [3.046, 1.446, -2.173], [3.887, 2.210, -2.573], [2.172, 1.569, -2.440], [3.113, -1.285, -0.048], [2.015, -1.023, -1.582], [1.791, -0.133, -0.297]], "e_lumo_ev": 0.61, "e_homo_ev": -8.58, "smiles": "Cc1ccc(O)cc1.CC(N)=O", "homo_lumo_gap_ev": 9.19}

=====

Run Q
{"formula": "C9H13NO2", "method": "ωB97M-V with the def2-TZVPD basis set", "species": ["C", "C", "C", "C", "C", "C", "C", "C", "C", "H", "H", "H", "H", "H", "H", "H", "H", "H", "H", "H", "H", "H", "N", "O", "O"], "positions_angstrom": [[-4.218, -0.486, 0.625], [-2.198, 0.453, -0.363], [-1.642, 1.704, -0.368], [-0.218, 1.884, -0.316], [0.642, 0.859, -0.159], [2.296, 0.931, 0.250], [3.361, -0.026, -0.611], [0.132, -0.453, -0.356], [-1.325, -0.766, -0.361], [-4.407, -1.997, -0.411], [-3.262, -0.519, 1.933], [-5.525, 0.502, 0.763], [-2.342, 2.500, -0.106], [0.182, 2.790, -0.062], [2.491, 1.987, 0.369], [2.340, 0.473, 1.246], [2.989, -0.598, -1.512], [4.382, 0.518, -0.748], [4.657, -1.986, -0.044], [3.986, -0.888, 1.288], [0.884, -1.141, -0.060], [-1.284, -2.571, -0.265], [3.615, -1.316, 0.216], [-3.570, 0.195, -0.444], [-1.966, -2.046, -0.506]], "e_lumo_ev": -0.49, "e_homo_ev": -8.59, "homo_lumo_gap_ev": 8.11}

=====

It turns out run P is the most stable, with the second structure 10.629 eV higher.

=====

Run P
{"formula": "C9H13NO2", "method": "ωB97M-V with the def2-TZVPD basis set", "species": ["C", "C", "O", "N", "H", "H", "H", "H", "H", "C", "C", "C", "C", "C", "C", "C", "O", "H", "H", "H", "H", "H", "H", "H", "H"], "positions_angstrom": [[-0.870, -2.372, 1.418], [0.185, -3.322, 1.048], [0.827, -3.965, 1.865], [0.394, -3.598, -0.321], [0.978, -4.386, -0.450], [0.100, -3.111, -1.055], [-0.497, -1.789, 2.256], [-1.827, -2.817, 1.834], [-1.182, -1.551, 0.719], [-2.234, 1.622, 0.335], [1.850, 1.557, -1.018], [0.871, 2.277, -1.794], [1.528, 1.205, 0.274], [-0.431, 2.299, -1.429], [0.207, 1.289, 0.704], [-0.848, 1.659, -0.187], [3.134, 1.313, -1.375], [3.258, 1.358, -2.290], [1.165, 2.769, -2.717], [2.316, 0.935, 0.933], [-1.231, 2.881, -1.993], [-0.053, 0.933, 1.687], [-2.128, 2.183, 1.303], [-2.579, 0.614, 0.596], [-2.933, 2.017, -0.342]], "e_lumo_ev": 0.68, "e_homo_ev": -8.23, "smiles": "Cc1ccc(O)cc1.CC(N)=O", "homo_lumo_gap_ev": 8.91}

=====

Run Q
{"formula": "C9H13NO2", "method": "ωB97M-V with the def2-TZVPD basis set", "species": ["C", "C", "O", "N", "H", "H", "H", "H", "H", "C", "C", "C", "C", "C", "C", "C", "O", "H", "H", "H", "H", "H", "H", "H", "H"], "positions_angstrom": [[2.278, -3.508, 0.709], [1.058, -3.330, -0.132], [0.785, -4.044, -1.073], [0.267, -2.290, 0.246], [2.575, -4.558, 0.858], [2.358, -3.131, 1.718], [-0.516, -2.081, -0.365], [0.701, -1.502, 0.700], [3.178, -3.164, 0.165], [-3.146, 2.333, -1.181], [0.618, 1.504, 0.648], [0.261, 0.802, -0.488], [-0.201, 2.499, 1.161], [-0.937, 1.098, -1.132], [-1.461, 2.700, 0.609], [-1.816, 1.988, -0.527], [1.828, 1.246, 1.271], [2.571, 1.522, 0.719], [0.920, 0.138, -1.019], [0.251, 3.003, 2.006], [-1.212, 0.491, -1.987], [-2.033, 3.468, 1.125], [-3.015, 3.145, -1.904], [-3.878, 2.651, -0.438], [-3.525, 1.501, -1.787]], "e_lumo_ev": 0.58, "e_homo_ev": -9.09, "smiles": "Cc1ccc(O)cc1.CC(N)=O", "homo_lumo_gap_ev": 9.67}

=====

Run R
{"formula": "C9H13NO2", "method": "ωB97M-V with the def2-TZVPD basis set", "species": ["C", "C", "C", "C", "C", "C", "C", "C", "C", "H", "H", "H", "H", "H", "H", "H", "H", "H", "H", "H", "H", "H", "N", "O", "O"], "positions_angstrom": [[-0.248, 3.538, 0.372], [-0.632, 1.155, -0.197], [-1.794, 0.385, -0.260], [-1.739, -0.994, -0.084], [-2.968, -1.779, -0.126], [-0.557, -1.546, 0.119], [0.639, -0.789, 0.086], [1.923, -1.572, 0.216], [0.679, 0.554, -0.108], [-0.811, 4.377, 0.018], [-0.692, 3.403, 1.313], [0.877, 3.679, 0.525], [-2.811, 0.980, -0.389], [-3.017, -2.396, -0.990], [-3.759, -1.080, -0.196], [-3.059, -2.531, 0.687], [-0.355, -2.603, 0.146], [1.825, -2.586, -0.211], [1.919, -1.676, 1.370], [3.881, -0.488, 0.239], [3.595, -1.554, -1.068], [2.640, 0.732, -0.290], [3.228, -0.935, -0.368], [-0.533, 2.520, -0.566], [1.767, 1.206, -0.238]], "e_lumo_ev": 0.68, "e_homo_ev": -7.84, "smiles": "COc1cc(C)cc(CN)c1O", "homo_lumo_gap_ev": 8.53}

=====

It turns out run Q is the most stable, with the second structure 0.662 eV higher.

=====

Run P
{"formula": "C4H6OS3", "method": "ωB97M-V with the def2-TZVPD basis set", "species": ["C", "C", "C", "C", "H", "H", "H", "H", "H", "H", "O", "S", "S", "S"], "positions_angstrom": [[-3.290, -0.661, -0.015], [-0.513, 0.099, -0.138], [1.032, -0.302, -0.018], [3.001, 0.792, 0.301], [-4.041, -1.679, -0.274], [-3.221, 0.038, -1.106], [-3.969, -0.098, 0.961], [3.404, 0.256, 1.225], [3.503, 0.367, -0.658], [3.234, 1.872, 0.206], [1.609, 0.762, 0.386], [-1.546, -1.175, 0.284], [-1.045, 1.549, -0.574], [1.842, -1.819, -0.580]], "e_lumo_ev": -1.09, "e_homo_ev": -8.64, "smiles": "COC(=S)C(=S)SC", "homo_lumo_gap_ev": 7.55}

=====

Run Q
{"formula": "C4H6OS3", "method": "ωB97M-V with the def2-TZVPD basis set", "species": ["C", "C", "C", "C", "H", "H", "H", "H", "H", "H", "O", "S", "S", "S"], "positions_angstrom": [[-1.264, 0.316, -0.513], [-0.437, -0.231, 0.727], [1.695, -0.788, -0.199], [0.968, 0.147, 0.764], [-2.108, -1.717, -0.679], [-0.845, 0.440, -1.473], [-1.386, 1.346, -0.208], [-0.951, -0.106, 1.765], [1.372, 0.350, 1.737], [1.762, 1.527, -0.309], [0.908, 1.460, 0.114], [-2.980, -0.338, -0.808], [0.247, -1.979, 0.141], [3.020, -0.428, -1.061]], "e_lumo_ev": -0.93, "e_homo_ev": -9.26, "homo_lumo_gap_ev": 8.33}

=====

It turns out run Q is the most stable, with the second structure 0.311 eV higher.